No. 1
90
Properties=species:S:1:pos:R:3:mulliken_charge:R:1 method="wB97M-V/def2-TZVPD" e_tot_ev=-40587.749 orbital_gap_ev=8.566 total_charge=0 multiplicity=1
F -3.38 -1.54 2.47 -0.36
O 1.54 2.63 -0.02 -0.21
O -4.43 3.31 0.11 -0.39
O -2.31 -7.04 -4.52 -0.44
O 5.81 3.93 2.38 -0.37
O 0.90 -2.99 -0.31 -0.57
N -1.96 -5.19 1.03 -0.43
C 4.86 3.46 4.61 -1.21
C -4.91 -0.52 0.99 -1.46
C -2.29 -4.22 -0.02 -0.24
C 8.14 3.37 2.96 -1.05
C -5.05 5.12 -1.44 -1.06
C -1.64 -7.26 -5.75 -0.32
C -2.37 -4.80 2.37 -0.61
C -3.08 3.19 -0.30 -0.12
C 2.11 2.39 -1.30 -0.34
C -5.01 4.59 -0.01 -0.35
C -2.11 4.06 0.49 -0.54
C -2.70 -1.48 0.22 -0.43
C 1.72 5.08 -0.07 -1.22
C -0.16 -7.56 -5.60 -1.01
C 0.33 -2.01 1.98 -0.29
C 7.05 4.43 2.83 -0.35
C -3.88 -1.61 1.16 0.65
C 3.61 2.18 -1.27 -1.13
C 2.00 3.78 0.66 -0.09
C 1.17 -0.73 1.79 -1.22
C -1.97 -4.60 -4.46 -0.98
C -1.84 -5.94 -3.76 -0.16
C 5.19 2.96 3.21 -0.03
B -0.09 -2.60 0.58 0.40
B -1.75 -2.74 0.23 -0.39
H 4.15 3.09 -0.99 0.25
H -2.45 -5.94 -2.86 0.20
H -3.36 -4.24 -0.24 0.34
H -2.15 -0.59 0.52 0.15
H 4.27 2.69 2.70 0.17
H 1.48 -3.66 0.07 0.28
H 8.23 2.81 2.03 0.29
H -2.39 -5.68 3.02 0.35
H 4.28 4.38 4.55 0.31
H 0.66 5.16 -0.31 0.26
H -5.62 6.05 -1.48 0.40
H -5.53 4.39 -2.10 0.28
H -4.36 -2.58 1.05 0.21
H -5.79 -0.74 1.60 0.38
H 1.48 3.77 1.61 0.34
H 1.99 5.93 0.57 0.43
H -6.02 4.48 0.37 0.35
H 7.92 2.66 3.76 0.27
H -0.01 -8.38 -4.90 0.28
H -1.76 -4.54 -0.92 -0.01
H 7.35 5.16 2.09 0.32
H -4.05 5.32 -1.83 0.27
H 0.40 -6.70 -5.24 0.25
H -2.98 3.39 -1.38 0.28
H -1.31 -4.52 -5.32 0.32
H -0.80 -6.10 -3.44 0.28
H 3.87 1.40 -0.56 0.25
H 0.26 -7.85 -6.57 0.39
H 9.09 3.84 3.19 0.39
H -5.25 -0.47 -0.04 0.38
H 2.28 5.17 -0.99 0.31
H -1.73 -4.06 2.85 0.17
H -2.22 3.88 1.56 0.27
H -0.54 -1.80 2.60 0.32
H -0.98 -5.43 1.00 0.26
H 4.28 2.71 5.14 0.40
H 6.93 4.97 3.78 0.31
H -2.15 -8.12 -6.19 0.34
H 3.07 3.68 0.87 0.07
H -4.50 5.31 0.64 0.30
H -3.39 -4.42 2.32 0.22
H 0.92 -2.76 2.51 0.39
H -1.71 -3.79 -3.77 0.32
H -4.52 0.44 1.31 0.28
H -1.79 -6.42 -6.43 0.29
H 1.84 3.20 -1.99 0.36
H -3.09 -1.30 -0.79 0.39
H 1.06 -0.30 0.80 0.12
H 0.88 0.02 2.53 0.30
H 2.23 -0.91 1.94 0.38
H -2.83 2.14 -0.15 0.06
H 3.96 1.88 -2.26 0.43
H -3.00 -4.45 -4.80 0.28
H -2.26 5.12 0.30 0.35
H 5.76 3.67 5.20 0.30
H -1.08 3.82 0.20 -0.16
H 5.81 2.05 3.27 0.26
H 1.61 1.49 -1.67 0.33

=====

No. 2
99
Properties=species:S:1:pos:R:3:mulliken_charge:R:1 method="wB97M-V/def2-TZVPD" e_tot_ev=-59699.430 orbital_gap_ev=1.740 total_charge=+4 multiplicity=1
Na 1.88 -3.25 3.74 0.87
Na 0.93 3.71 4.02 0.94
O -0.67 -5.73 0.01 -0.32
O 6.43 -0.52 0.86 -0.34
O -3.39 0.42 -3.53 -0.19
O 0.87 -0.95 2.61 -0.80
O -3.77 1.38 2.82 -0.57
O -0.54 4.02 -1.77 -0.62
O -0.33 1.70 3.25 -0.94
O 3.07 2.33 -3.76 -0.45
N 3.82 1.89 -1.66 0.32
N 3.76 -1.73 3.17 -0.40
N -2.36 4.66 -0.52 0.20
N -4.81 0.43 1.06 0.19
N 0.15 1.15 -4.07 -0.28
N -0.58 -3.61 2.98 -0.53
C -4.11 1.39 1.63 0.58
C 3.24 2.72 -2.61 0.05
C -4.31 -0.02 -4.53 -0.78
C 4.32 0.55 -1.86 -0.54
C 0.16 -6.20 -1.04 -0.71
C -1.17 -4.44 1.90 0.49
C -0.83 -0.28 -2.30 -1.40
C -2.93 4.70 0.80 -0.71
C -5.28 -0.79 1.74 -0.92
C -5.19 0.54 -0.35 -0.81
C -2.48 -3.77 1.50 -1.26
C 3.67 2.32 -0.28 -0.86
C 0.06 -0.35 1.67 0.41
C -0.23 1.18 1.93 0.80
C -0.14 -4.72 0.79 -0.53
C -1.21 3.97 -0.76 0.46
C 5.50 -0.52 1.90 -0.24
C 4.22 -2.55 1.00 -1.24
C -1.00 0.37 -3.75 0.43
C -3.04 5.45 -1.53 -0.94
C 4.86 -1.86 2.23 0.15
C -2.27 1.16 -3.97 -0.51
C 7.05 0.75 0.59 -0.79
Be -2.25 1.85 4.87 0.74
Be 0.55 0.36 4.38 0.53
H -1.09 1.59 1.39 -0.22
H 3.17 3.76 -2.29 0.41
H -4.54 0.69 -5.33 0.37
H 7.75 1.09 1.35 0.41
H -0.26 -2.80 2.46 -0.13
H -4.96 -0.82 2.79 0.29
H 0.53 -0.45 0.69 0.04
H 4.13 -1.16 3.92 0.27
H -3.80 2.14 0.89 -0.17
H -6.36 -0.72 1.89 0.39
H 3.54 -0.11 -1.45 0.24
H -1.58 -1.06 -2.18 0.45
H -0.89 3.38 0.12 0.07
H -2.75 5.63 1.35 0.36
H 2.80 1.71 0.01 0.31
H -2.51 6.41 -1.57 0.38
H -5.21 -0.48 -4.13 0.30
H -1.57 -5.35 2.35 0.32
H -2.88 5.12 -2.56 0.31
H 4.94 -2.65 0.18 0.43
H 0.48 -5.46 -1.78 0.28
H -3.92 -0.76 -5.24 0.36
H 0.78 -5.06 1.29 0.36
H 3.29 -2.11 0.65 0.14
H -1.19 -3.23 3.69 0.28
H 0.64 1.69 1.49 -0.21
H 4.73 0.22 1.65 0.00
H 1.05 -6.65 -0.59 0.33
H -2.99 -4.14 0.61 0.49
H 5.24 0.32 -1.33 0.11
H -0.50 -6.89 -1.56 0.28
H 3.49 3.39 -0.25 0.37
H 7.68 0.47 -0.25 0.30
H 0.20 1.97 -3.45 0.21
H -0.93 -0.54 -4.35 0.32
H 1.02 0.68 -3.84 0.30
H 0.13 -0.76 -2.09 0.54
H 4.05 -3.58 1.32 0.33
H -2.49 3.88 1.38 0.00
H 4.41 0.30 -2.92 0.40
H -5.07 -1.68 1.16 0.30
H 6.43 1.55 0.19 0.23
H -2.22 2.05 -3.34 0.07
H 5.69 -2.51 2.49 0.38
H 0.23 -3.88 0.19 0.30
H -3.99 4.46 0.81 0.39
H -2.36 1.39 -5.03 0.49
H -5.29 -0.46 -0.75 0.32
H 3.01 -1.17 2.75 0.06
H -3.23 -3.80 2.30 0.41
H -4.44 1.13 -0.87 0.14
H -0.88 -0.90 1.64 0.02
H -2.40 -2.71 1.27 0.06
H 4.50 2.18 0.42 0.09
H -1.07 0.46 -1.53 0.16
H -6.09 1.11 -0.57 0.30
H 5.99 -0.08 2.78 0.43
H -4.11 5.50 -1.36 0.36

=====

No. 3
104
Properties=species:S:1:pos:R:3:mulliken_charge:R:1 method="wB97M-V/def2-TZVPD" e_tot_ev=-83435.005 orbital_gap_ev=6.787 total_charge=0 multiplicity=1
S -2.15 1.55 2.08 -0.08
P 0.33 -4.23 1.90 0.82
P -2.16 0.16 -5.04 0.82
O 3.50 3.93 0.42 -0.27
O 1.80 5.68 -0.06 -0.38
O 0.92 -2.86 1.59 -0.72
O -3.05 3.55 3.74 -0.23
O 3.62 6.09 1.49 -0.19
O -1.21 0.74 -3.99 -0.80
N -1.67 2.15 4.84 -0.30
N -0.35 -5.88 2.06 -0.02
N 3.90 4.07 2.97 -0.31
N -3.33 -0.48 -6.24 0.02
N 1.75 -4.75 2.76 0.15
N -2.07 3.14 5.69 -0.37
N -0.86 -3.63 2.99 0.18
N -0.85 -0.26 -6.11 0.16
N 0.75 8.38 1.64 -0.66
N -2.58 -1.17 -4.02 0.21
C 5.05 3.14 3.05 -0.75
C 3.31 1.25 2.34 0.51
C 4.80 1.65 2.60 -0.61
C 1.16 3.09 -0.26 -0.46
C -2.97 -1.08 -7.51 -0.92
C -2.26 2.42 3.68 0.46
C 1.99 -4.29 4.12 -1.16
C -4.38 0.52 -6.48 -1.13
C 0.02 0.87 -6.42 -1.15
C -2.90 -2.52 -4.45 -0.82
C 2.98 -4.56 1.99 -1.01
C -2.88 3.97 5.04 0.00
C 1.32 7.10 2.18 -0.37
C -1.39 -4.31 4.16 -0.84
C -0.18 3.50 -0.98 -0.99
C 0.32 -6.99 2.73 -0.91
C -1.29 2.47 -0.49 -0.50
C -3.49 -0.81 -2.93 -0.86
C -0.01 -1.42 -5.81 -1.07
C 3.17 -0.33 2.24 -1.33
C -1.96 -2.94 2.32 -1.17
C -1.88 2.94 0.90 -0.31
C -0.82 -6.35 0.74 -1.12
B 3.70 4.67 1.64 0.58
B 2.18 4.30 0.02 0.31
B 2.24 6.28 1.14 0.13
H -2.12 -5.09 3.90 0.31
H 1.68 2.32 -0.89 0.36
H 0.49 -6.78 3.79 0.25
H 5.39 1.44 1.67 0.30
H -0.51 -2.35 -6.06 0.26
H 0.30 -1.45 -4.76 0.29
H 0.90 2.62 0.74 0.17
H -4.51 -0.67 -3.30 0.33
H 5.47 3.19 4.09 0.30
H 3.77 -5.22 2.37 0.38
H 3.35 -0.77 3.25 0.29
H -2.83 -3.21 -3.60 0.34
H 2.66 1.61 3.18 0.32
H 3.05 3.71 3.40 0.28
H 2.18 -0.64 1.83 0.32
H -0.01 3.38 -2.09 0.43
H -0.47 4.56 -0.81 0.25
H 1.99 7.38 3.05 0.24
H 0.57 0.68 -7.35 0.37
H -2.36 -1.98 -7.38 0.26
H -3.92 -2.61 -4.86 0.30
H -0.75 1.49 -0.42 0.30
H -3.50 -1.57 -2.15 0.34
H 1.27 -7.26 2.26 0.29
H -3.17 0.13 -2.46 0.06
H 1.37 -4.83 4.84 0.29
H -1.88 -3.59 4.82 0.35
H -3.37 4.88 5.44 0.38
H -1.43 -5.58 0.26 0.36
H -2.65 -3.65 1.85 0.31
H 0.74 1.08 -5.62 0.32
H 0.56 6.40 2.59 0.26
H -4.00 1.37 -7.06 0.36
H 5.86 3.56 2.38 0.27
H -0.33 -7.87 2.71 0.39
H -2.84 3.48 0.76 0.50
H -4.77 0.91 -5.53 0.36
H -5.23 0.09 -7.02 0.37
H -2.08 2.36 -1.27 0.25
H 2.82 -4.83 0.94 0.37
H 1.82 -3.21 4.23 0.28
H 3.95 -0.72 1.53 0.27
H -2.21 -2.91 -5.19 0.18
H -2.44 -0.39 -8.17 0.30
H -2.53 -2.32 3.02 0.36
H 1.45 9.10 1.83 0.26
H 0.02 -6.58 0.08 0.37
H 3.34 -3.53 2.02 0.17
H -1.59 -2.27 1.54 0.34
H 5.19 0.94 3.38 0.34
H -1.15 3.69 1.32 0.01
H 2.90 1.65 1.37 -0.31
H 0.90 -1.42 -6.42 0.40
H -3.87 -1.41 -8.04 0.39
H -0.61 -4.77 4.77 0.19
H -0.02 8.62 2.27 0.25
H 3.02 -4.50 4.44 0.43
H -0.57 1.78 -6.58 0.37
H -1.44 -7.24 0.83 0.36

=====

No. 4
97
Properties=species:S:1:pos:R:3:mulliken_charge:R:1 method="wB97M-V/def2-TZVPD" e_tot_ev=-83597.045 orbital_gap_ev=8.871 total_charge=0 multiplicity=1
Cl 2.16 -3.56 2.77 -0.12
Cl 3.24 -1.42 4.46 -0.13
Cl 4.31 -2.04 1.76 -0.08
O -2.74 -2.18 2.56 -0.15
O 5.77 2.10 -5.01 -0.59
O 0.47 0.13 0.27 0.11
O -3.18 2.74 0.01 -0.20
O -1.77 -3.11 -3.17 -0.28
O 0.95 3.47 2.02 -0.69
N 1.71 2.41 -0.67 -0.63
N -5.87 -3.10 0.86 -0.77
N 6.94 1.49 -3.10 0.12
N 1.34 -5.07 -3.18 -0.77
N 0.43 2.10 3.74 0.20
N -4.52 5.95 -1.06 -0.71
C -2.21 -1.97 -3.91 -0.92
C -0.61 1.38 4.48 -1.01
C -4.44 -2.95 0.99 0.69
C 0.21 -4.54 -1.09 -1.00
C -4.15 -2.38 2.34 -0.97
C -0.35 -3.45 -3.41 -0.60
C -3.90 -2.11 -0.15 -1.06
C 3.62 -2.66 3.27 -0.14
C -2.35 1.68 -0.40 -0.50
C 0.17 2.79 2.61 0.33
C -0.04 -0.89 1.20 0.63
C -4.22 4.87 -0.14 0.49
C -5.51 4.32 0.48 -1.43
C -3.49 3.72 -0.93 -0.71
C 0.03 -4.70 -2.67 0.44
C 1.82 2.05 4.31 -0.59
C 7.42 1.91 -1.73 -0.90
C 7.29 0.12 -3.52 -0.95
C -2.46 -1.71 3.92 -0.84
C 6.17 2.27 -3.88 0.10
C 1.94 0.17 0.18 -0.61
C 3.89 1.40 -0.96 -1.55
C 2.41 1.18 -0.88 0.67
H -4.38 -1.14 -0.03 0.31
H -1.52 1.24 3.89 0.16
H -4.66 -1.42 2.43 0.37
H 4.29 -3.36 3.78 0.43
H -5.97 5.08 1.10 0.38
H -0.71 -5.48 -2.87 0.33
H -3.23 -1.65 -3.69 0.30
H 5.98 3.24 -3.39 0.35
H -3.63 5.25 0.70 0.27
H 7.09 2.93 -1.56 0.29
H -3.94 -3.92 0.91 0.34
H -2.95 0.95 -0.95 0.28
H -4.06 3.34 -1.77 0.26
H -0.20 -3.52 -4.49 0.39
H 1.33 -5.11 -4.19 0.28
H -0.89 2.69 2.31 0.24
H 7.12 1.17 -0.98 0.29
H 8.37 0.00 -3.58 0.32
H -3.13 -2.13 4.66 0.47
H 2.20 -0.85 -0.10 0.21
H -6.18 3.99 -0.31 0.31
H 4.43 0.47 -1.16 0.38
H 2.17 1.06 4.61 -0.06
H -0.10 -0.62 2.26 -0.07
H -3.60 6.30 -1.28 0.29
H -6.16 -3.59 1.69 0.27
H -0.71 -4.28 -0.57 0.22
H -1.03 -1.17 0.87 -0.43
H 4.25 1.89 -0.05 0.37
H 8.51 1.89 -1.81 0.36
H 0.19 -2.58 -3.05 0.17
H -4.19 -2.69 -1.02 0.31
H 0.73 2.19 -0.57 0.01
H 4.09 2.04 -1.82 0.25
H 1.96 -4.28 -3.04 0.27
H -5.37 3.45 1.12 0.31
H -4.99 5.66 -1.91 0.27
H -2.23 -2.21 -4.97 0.37
H -1.46 2.01 -0.92 0.27
H -2.48 -0.62 3.99 0.18
H -4.57 -3.08 3.06 0.33
H 1.90 2.83 0.23 0.34
H -6.14 -3.77 0.17 0.27
H -2.03 1.35 0.59 -0.02
H 2.60 2.46 3.66 0.28
H -0.19 0.46 4.88 0.30
H 7.00 -0.04 -4.56 0.33
H 1.86 2.58 5.26 0.39
H -2.82 -2.01 -0.19 -0.05
H -0.90 1.99 5.33 0.46
H -2.51 4.10 -1.24 0.39
H -1.63 -1.06 -3.83 0.34
H 6.84 -0.63 -2.88 0.27
H 0.92 -3.75 -0.86 0.09
H -1.45 -1.99 4.21 0.23
H 0.57 -1.78 1.07 0.01
H 2.10 0.85 -1.87 0.26
H 2.50 0.38 1.09 0.20
H 0.53 -5.51 -0.72 0.38

=====

No. 5
101
Properties=species:S:1:pos:R:3:mulliken_charge:R:1 method="wB97M-V/def2-TZVPD" e_tot_ev=-82622.571 orbital_gap_ev=9.433 total_charge=0 multiplicity=1
Cl 1.07 0.90 -0.23 0.31
Cl 0.01 1.63 -2.91 -0.22
O 1.51 -2.05 -2.57 -0.35
O -2.90 6.17 1.33 -0.52
O 0.39 2.20 4.35 -0.51
O -2.28 -0.50 0.87 0.42
O 0.02 -2.57 4.16 -0.64
O 3.22 0.26 2.99 -0.42
O -4.26 0.88 -0.86 -0.52
O -2.98 -3.26 -2.78 -0.43
O -6.76 -0.96 -1.02 -0.61
O -2.53 -2.06 3.49 -0.63
O 3.07 5.11 -1.85 -0.48
O -0.64 -2.51 1.25 -0.48
O 6.33 -0.57 0.11 -0.58
O -1.28 4.03 -0.17 -0.37
O 3.96 -1.77 1.38 -0.62
O 4.25 -2.71 -3.24 -0.52
C 0.96 -2.64 3.03 -0.53
C -2.60 3.92 0.25 -0.14
C 3.41 3.42 -0.23 1.05
C -5.43 -1.25 -1.31 0.52
C -2.62 -0.68 3.24 -0.60
C -3.31 5.31 0.24 -0.55
C 5.03 -0.18 -0.10 -0.37
C 3.40 -1.90 -4.03 -0.71
C -3.31 -0.42 1.88 -0.34
C 4.00 -1.37 0.05 0.46
C -2.60 -3.58 -1.49 0.96
C 4.27 5.37 -1.15 -0.52
C 0.48 -1.88 1.83 0.66
C 2.21 1.21 3.07 0.16
C -2.12 -5.03 -1.66 -0.46
C 4.15 4.67 0.17 -0.74
C -4.71 -0.06 -1.86 -0.44
C 1.50 1.29 4.44 -0.67
C -3.14 -5.51 -2.64 -0.67
C -3.66 -4.36 -3.46 -0.38
C -0.30 0.77 -1.35 0.14
C 2.48 3.93 -1.35 0.06
C 2.46 -1.09 -3.19 0.14
H 4.19 2.71 -0.50 -0.31
H -2.75 3.28 1.12 0.21
H 6.53 -0.14 0.95 0.40
H -3.66 0.61 1.94 0.35
H -3.42 -3.33 -0.82 0.01
H -3.40 -4.49 -4.51 0.33
H 1.43 1.04 2.32 -0.39
H -6.83 -0.09 -0.62 0.33
H -1.66 -0.16 3.30 0.09
H 1.81 -0.43 -3.77 0.33
H -1.13 -5.04 -2.12 0.29
H -3.89 -5.89 -1.95 0.23
H 3.83 0.60 3.65 0.27
H 4.28 6.46 -1.10 0.33
H 3.72 5.26 0.98 0.30
H 5.03 0.22 -1.11 0.25
H -2.00 -5.66 -0.78 0.40
H 1.24 -1.76 1.06 -0.04
H 0.30 -0.84 2.09 -0.38
H 1.18 0.27 4.62 0.23
H -1.75 -1.27 1.09 -0.06
H 1.94 -2.28 3.34 0.37
H 4.26 -2.21 -0.59 0.31
H 5.19 4.54 0.45 0.35
H -3.02 3.35 -0.57 0.14
H 4.02 -1.20 -4.61 0.36
H -0.45 -0.29 -1.56 0.05
H -2.69 -6.33 -3.20 0.39
H -0.77 4.06 0.63 0.25
H -3.79 -0.43 -2.31 0.18
H -0.85 -2.43 3.78 0.42
H 5.10 4.97 -1.73 0.29
H 2.62 2.18 2.77 0.40
H -5.26 0.40 -2.69 0.43
H -4.37 5.12 0.40 0.36
H 0.78 -2.31 -3.14 0.23
H 3.00 -1.04 -0.24 -0.35
H 3.02 -0.49 -2.48 -0.13
H 3.46 -1.08 1.82 0.30
H 2.84 -2.58 -4.68 0.34
H 1.54 4.24 -0.89 0.00
H -1.96 6.27 1.21 0.31
H -5.36 -2.10 -1.99 -0.04
H -3.18 5.71 -0.77 0.29
H 2.17 1.64 5.22 0.56
H 1.19 -3.65 2.69 0.24
H 0.54 2.93 4.96 0.29
H -4.74 -4.27 -3.53 0.23
H -3.25 -0.23 3.99 0.55
H -3.54 0.51 -0.35 0.11
H -0.33 -3.07 0.54 0.32
H -3.41 -2.44 3.60 0.37
H 2.25 3.23 -2.15 0.08
H 2.91 2.93 0.61 -0.47
H -5.03 -1.63 -0.36 -0.19
H 3.65 -3.37 -2.86 0.29
H -4.13 -1.12 1.68 0.25
H -1.17 1.25 -0.90 -0.19
H -1.80 -2.93 -1.14 -0.89
H 4.82 0.64 0.59 0.21